[1]
Computed, not measured: a cluster of 2 separate species, C10H27N2O3 in total in a non-equilibrium geometry, with ωB97M-V with the def2-TZVPD basis set.

Positions of all 42 atoms, in Å:
C  -1.86  -4.69  2.33
C  -3.29  -3.89  2.22
O  -3.42  -2.72  3.10
C  -2.37  -1.72  2.88
C  -2.15  -1.26  1.32
O  -0.97  -2.00  0.81
N  -0.24  -1.24  -0.03
C  0.33  -2.15  -1.14
C  0.95  -0.56  0.61
N  0.91  -0.49  2.12
H  -1.47  -4.86  1.21
H  -1.04  -4.17  2.96
H  -1.98  -5.79  2.78
H  -4.13  -4.66  2.56
H  -3.54  -3.67  1.07
H  -2.70  -0.76  3.50
H  -1.32  -2.03  3.31
H  -3.10  -1.34  0.64
H  -1.83  -0.11  1.33
H  -0.81  -0.51  -0.55
H  1.17  -1.54  -1.73
H  -0.51  -2.55  -1.86
H  0.89  -3.03  -0.57
H  1.93  -1.16  0.32
H  1.04  0.54  0.20
H  1.26  0.45  2.41
H  1.53  -1.26  2.46
C  0.19  4.78  -2.14
C  1.30  4.36  -1.19
O  1.69  2.99  -1.34
C  2.18  2.61  -2.62
C  3.42  3.37  -3.04
H  -0.69  4.15  -1.99
H  -0.09  5.82  -1.95
H  0.49  4.70  -3.18
H  0.95  4.48  -0.16
H  2.18  5.01  -1.29
H  1.39  2.69  -3.37
H  2.43  1.54  -2.55
H  3.23  4.44  -3.14
H  3.78  3.01  -4.01
H  4.22  3.25  -2.30

## Properties
Net charge   +1

Atomic partial charges in e from the Löwdin method, atoms 1 to 8:
1 C -0.11
2 C -0.24
3 O -0.19
4 C -0.16
5 C -0.09
6 O -0.14
7 N -0.21
8 C 0.02



[2]
Computed, not measured: a structure of composition C4H8O2, with ωB97M-V with the def2-TZVPD basis set.

Positions of all 14 atoms, in Å:
O  -0.12  0.02  -2.26
C  -1.21  0.45  -1.63
C  -0.49  0.96  0.43
C  0.73  0.10  0.41
C  0.96  -0.98  1.38
O  0.52  -1.27  0.06
H  0.15  -0.85  -1.93
H  -1.00  1.37  -0.82
H  -1.76  -0.36  -1.13
H  -0.27  1.97  0.78
H  -1.30  0.53  1.01
H  1.61  0.54  -0.07
H  0.21  -1.15  2.16
H  1.97  -1.31  1.62

## Properties
Relative energy (zero: lowest compared OMol25 entry of this formula, charge and spin)   565.1 kJ/mol

Atomic partial charges in e from the Löwdin method, atoms 1 to 8:
1 O -0.06
2 C -0.10
3 C -0.06
4 C -0.35
5 C -0.11
6 O -0.09
7 H 0.09
8 H 0.05



[3]
Computed, not measured: the molecule C2H4S2 in a non-equilibrium geometry, with ωB97M-V with the def2-TZVPD basis set.

Positions of all 8 atoms, in Å:
C  -1.01  -0.48  -0.11
C  0.49  -0.14  -0.18
S  1.66  -1.10  -0.69
S  0.62  1.39  0.61
H  -1.18  -0.45  1.04
H  -1.50  0.49  -0.52
H  -1.21  -1.35  -0.66
H  2.14  1.64  0.51

## Properties
Structure (SMILES)   CC(=S)S
Relative energy (zero: lowest compared OMol25 entry of this formula, charge and spin)   71.9 kJ/mol

The Löwdin scheme yields these atomic charges, measured in e:
1 C -0.21
2 C -1.35
3 S 0.64
4 S 0.70
5 H 0.10
6 H 0.09
7 H 0.04
8 H 0.00



[4]
Computed, not measured: a structure of composition H26KrO13 in a non-equilibrium geometry, with ωB97M-V with the def2-TZVPD basis set.

Positions of all 40 atoms, in Å:
Kr  -0.11  -0.28  -0.35
O  1.94  -2.45  3.08
H  1.68  -1.55  2.91
H  1.11  -2.92  3.18
O  3.32  1.51  1.66
H  4.03  0.89  1.82
H  2.60  1.18  2.21
O  -1.34  -2.15  -3.06
H  -1.98  -2.22  -3.76
H  -0.73  -2.88  -3.22
O  -3.68  -2.06  1.44
H  -3.34  -2.94  1.25
H  -3.75  -1.65  0.58
O  0.28  0.02  -3.76
H  1.06  -0.45  -3.49
H  -0.45  -0.53  -3.49
O  1.01  0.45  2.90
H  0.07  0.25  2.84
H  1.14  0.74  3.80
O  -2.95  1.79  -1.16
H  -2.30  2.34  -0.72
H  -2.96  2.11  -2.07
O  -1.61  -0.87  2.67
H  -1.37  -1.56  3.29
H  -2.33  -1.25  2.17
O  2.81  -0.74  -2.85
H  3.02  -0.16  -2.12
H  3.52  -0.60  -3.48
O  3.43  0.88  -0.99
H  3.32  1.18  -0.09
H  4.36  1.03  -1.18
O  1.49  4.04  -1.46
H  1.50  3.35  -0.80
H  2.07  3.72  -2.16
O  -3.33  -1.16  -1.46
H  -2.93  -0.29  -1.36
H  -2.65  -1.69  -1.86
O  -1.68  1.87  2.93
H  -1.92  1.00  2.60
H  -2.35  2.07  3.59

## Properties
Relative energy (zero: lowest compared OMol25 entry of this formula, charge and spin)   40.6 kJ/mol

Atomic partial charges in e from the Löwdin method, atoms 1 to 8:
1 Kr 0.30
2 O -0.05
3 H -0.02
4 H 0.02
5 O -0.04
6 H 0.06
7 H 0.00
8 O -0.06



no.,orbital gap (eV),energy (Ha)
1,9.35,-731.98337
2,8.86,-307.49720
3,8.64,-874.93274
4,10.26,-3747.34097